Formula: C48H73N11O2S
Source: the OMol25 dataset
Level of theory: wB97M-V/def2-TZVPD

```
! RIJCOSX wB97M-V def2-TZVPD def2/J DEFGRID3
* xyz 0 1
O -5.6252 15.4954 -14.6944
S -4.4516 14.6821 -14.9137
O -3.8761 14.6213 -16.2262
C -3.2350 15.1152 -13.6159
C -3.2367 13.9580 -12.6370
C -4.5174 13.1453 -12.8209
C -4.7674 13.0357 -14.2961
H -3.6099 16.0684 -13.2379
H -2.2829 15.3682 -14.0757
H -2.3007 13.4063 -12.7270
H -3.2681 14.2150 -11.5723
H -5.3317 13.7043 -12.3436
H -4.4647 12.1953 -12.3019
H -5.6904 12.6538 -14.7125
H -3.9450 12.4369 -14.7058
C -5.6733 11.2017 -9.6684
C -5.7706 9.8303 -9.3076
C -6.9376 9.3572 -9.8346
N -7.5884 10.3834 -10.4509
C -6.7752 11.4830 -10.4434
H -4.8555 11.8557 -9.4185
H -5.1648 9.1681 -8.7101
H -7.4342 8.4070 -9.7043
H -8.5226 10.3206 -10.8524
H -7.0604 12.3762 -10.9742
C -2.3012 10.5722 -13.1686
C -0.9759 10.7253 -13.6503
C -0.1931 11.0780 -12.5781
N -1.0058 11.1442 -11.4878
C -2.3132 10.8681 -11.8291
H -3.1560 10.3531 -13.7930
H -0.6285 10.5476 -14.6521
H 0.8656 11.2476 -12.4906
H -0.7645 11.4440 -10.5617
H -3.0639 10.9672 -11.0648
C -4.7467 7.2047 -6.7800
C -5.3124 6.1150 -7.4927
C -4.7642 4.9741 -7.0088
N -3.7638 5.3370 -6.1474
C -3.7218 6.6865 -6.0282
H -5.0556 8.2325 -6.8243
H -6.0787 6.2164 -8.2453
H -4.9204 3.9356 -7.2419
H -3.2006 4.6769 -5.6524
H -3.0290 7.1401 -5.3420
C -5.1147 11.1095 -5.5609
C -5.7645 11.4415 -4.3338
C -4.8967 11.1619 -3.3194
N -3.7565 10.6367 -3.8870
C -3.9200 10.5333 -5.2349
H -5.4688 11.1550 -6.5775
H -6.7368 11.8947 -4.2245
H -4.9344 11.2909 -2.2505
H -2.9401 10.3539 -3.3854
H -3.1106 10.1360 -5.8264
C -6.0435 8.9501 -16.0466
C -5.9613 9.1224 -14.6238
C -6.7685 10.1955 -14.3481
N -7.2932 10.6899 -15.5105
C -6.8665 9.9099 -16.5575
H -5.5721 8.1788 -16.6329
H -5.5405 8.4023 -13.9431
H -6.9885 10.6717 -13.4035
H -8.0171 11.3707 -15.6136
H -7.3001 10.0441 -17.5349
C -10.9707 11.6297 -7.2864
C -10.0001 12.1796 -6.4332
C -8.9011 11.3638 -6.4665
N -9.1834 10.3486 -7.3545
C -10.4516 10.4702 -7.8219
H -11.9468 12.0404 -7.4790
H -10.0599 13.1043 -5.8802
H -7.9118 11.5357 -6.1014
H -8.4791 9.6663 -7.5736
H -10.8819 9.7407 -8.4801
C -9.8036 13.8517 -10.0670
C -10.9572 13.6866 -11.0507
C -11.7996 12.4512 -10.7288
C -11.1203 11.1841 -10.9659
N -10.5909 10.1953 -11.1689
H -10.1647 14.0947 -9.0642
H -9.0854 14.6123 -10.3767
H -9.2409 12.9205 -9.9245
H -10.5900 13.6150 -12.0791
H -11.5824 14.5794 -11.0598
H -12.6802 12.4833 -11.3779
H -12.1175 12.4180 -9.6857
C -10.0593 7.9880 -15.3577
C -9.1371 7.1404 -14.4915
C -9.0295 7.6789 -13.0694
C -8.0482 6.8950 -12.3167
N -7.3023 6.2530 -11.7348
H -11.0300 8.1506 -14.8733
H -10.2579 7.4480 -16.2858
H -9.7112 8.9908 -15.6128
H -8.1522 7.0691 -14.9579
H -9.5229 6.1191 -14.5234
H -9.9943 7.6620 -12.5641
H -8.6720 8.7106 -13.0593
C -2.0882 13.7999 -7.4183
C -2.5362 13.7511 -5.9608
C -1.7575 14.7187 -5.0735
C -2.0662 16.1242 -5.3324
N -2.2867 17.2354 -5.5372
H -2.8096 13.2439 -8.0230
H -1.1348 13.2836 -7.5207
H -2.1235 14.8222 -7.7905
H -2.4916 12.7634 -5.5013
H -3.6138 13.9446 -5.9608
H -0.6872 14.5194 -5.1465
H -2.0061 14.5653 -4.0171
C -3.6269 7.3761 -10.8830
C -2.5566 6.6706 -10.0705
C -1.5024 7.6156 -9.4706
C -1.9610 8.8711 -8.8602
N -2.3088 9.8709 -8.3982
H -4.0881 8.1703 -10.2966
H -4.4332 6.7004 -11.1634
H -3.2241 7.9244 -11.7392
H -2.0446 5.9530 -10.7171
H -2.9782 6.0632 -9.2665
H -0.8148 7.9157 -10.2665
H -0.9269 7.1066 -8.6966
C -6.1512 15.3413 -9.3751
C -6.0281 14.8205 -7.9541
C -7.3004 14.1599 -7.4101
C -8.3191 15.1457 -7.0793
N -9.1305 15.9084 -6.8306
H -5.1658 15.7052 -9.6905
H -6.8792 16.1442 -9.4639
H -6.3214 14.5264 -10.0816
H -5.6014 15.5352 -7.2504
H -5.2800 14.0219 -8.0028
H -7.0433 13.5740 -6.5352
H -7.6708 13.4886 -8.1852
*
```

F_max (eV/Å): 1.33
LUMO energy (eV): 0.3
Structure (SMILES): O=S1(=O)CCCC1.c1cc[nH]c1.c1cc[nH]c1.c1cc[nH]c1.c1cc[nH]c1.c1cc[nH]c1.c1cc[nH]c1.CCCC#N.CCCC#N.CCCC#N.CCCC#N.CCCC#N

Here are the Mulliken charges for atoms 1 to 8, given in e:
1 O -0.68
2 S 1.20
3 O -0.69
4 C -0.84
5 C -0.43
6 C 0.85
7 C -0.83
8 H 0.33


Formula: C48H74As3F18N10O4
Source: the OMol25 dataset
Level of theory: wB97M-V/def2-TZVPD

```
! RIJCOSX wB97M-V def2-TZVPD def2/J DEFGRID3
* xyz 7 1
C -1.0472 -2.7235 -6.2766
C -1.9897 -1.7394 -5.6398
O -2.6085 -0.8603 -6.2055
N -2.5354 -2.0789 -4.2256
H -3.4551 -1.6943 -4.0635
H -2.4410 -3.0810 -4.3092
C -1.3906 -1.7163 -3.2954
H -1.4959 -3.7165 -6.3043
H -0.1504 -2.8318 -5.6666
H -0.8599 -2.3762 -7.2927
H -1.4551 -0.6332 -3.1910
H -0.3983 -1.7762 -3.7423
H -1.4987 -2.3052 -2.3845
C 2.5280 -5.2636 -1.0067
C 3.2984 -5.3227 -2.3925
O 3.1669 -6.3059 -3.1663
N 4.0336 -3.9945 -2.6922
H 3.9912 -3.3607 -1.9069
H 5.0150 -4.1920 -2.8265
C 3.5643 -3.0984 -3.8491
H 3.1012 -4.9699 -0.1273
H 2.1822 -6.2716 -0.7777
H 1.7590 -4.4914 -0.9852
H 2.7721 -2.4461 -3.4816
H 3.3172 -3.6827 -4.7355
H 4.3921 -2.5806 -4.3335
C 5.6685 0.3108 0.3557
C 5.1888 0.6907 1.7620
O 5.1472 1.8369 2.2460
N 4.7404 -0.5463 2.6075
H 4.5419 -0.0854 3.4840
H 3.9130 -0.9214 2.1662
C 5.7522 -1.6909 2.6177
H 5.8854 1.1948 -0.2439
H 5.0316 -0.4508 -0.0941
H 6.5810 -0.2625 0.5194
H 5.7495 -2.2046 1.6564
H 5.3501 -2.3535 3.3841
H 6.7182 -1.2713 2.8986
C -1.8094 -0.6300 2.2251
C -2.4926 -1.5387 3.3282
O -1.9850 -2.4621 3.9327
N -3.9595 -1.2522 3.6149
H -4.3241 -0.6050 2.9306
H -4.4581 -2.0878 3.3441
C -4.1691 -0.8408 5.0797
H -0.9110 -1.1197 1.8493
H -1.7274 0.3843 2.6157
H -2.3162 -0.6243 1.2601
H -3.7476 -1.5489 5.7933
H -5.2554 -0.8173 5.1667
H -3.8833 0.2102 5.0386
C 3.1951 2.4416 -3.7676
N 4.0667 3.0352 -2.7054
C 3.5265 3.1317 -1.4596
C 4.3446 3.7187 -0.4415
C 5.6388 4.1899 -0.7108
C 6.1146 4.0451 -2.0447
C 5.3587 3.4699 -3.0377
C 6.4760 4.9027 0.3174
C 7.7422 4.5054 0.5738
C 8.5635 5.3444 1.3485
N 8.0651 6.4984 1.9488
C 6.7280 6.8354 1.6903
C 5.9323 6.0388 0.9314
C 8.9393 7.2535 2.8755
H 3.7227 1.6307 -4.2697
H 3.0832 3.1572 -4.5821
H 2.2053 2.0694 -3.5032
H 2.4848 2.8729 -1.3398
H 3.8404 3.7355 0.5134
H 7.1103 4.3238 -2.3564
H 5.5908 3.2598 -4.0713
H 8.0709 3.6511 0.0006
H 9.5354 4.9559 1.6149
H 6.4670 7.6953 2.2894
H 4.8691 6.2203 0.9873
H 8.3983 8.0347 3.4094
H 9.7041 7.7069 2.2449
H 9.3703 6.5065 3.5420
C -7.4993 10.2762 -3.4231
N -6.6217 9.3127 -2.7387
C -5.3503 9.3135 -3.1722
C -4.4444 8.3314 -2.7322
C -4.8777 7.2966 -1.8971
C -6.2021 7.3931 -1.4084
C -7.1071 8.3247 -1.9172
C -3.9751 6.1674 -1.5144
C -4.5063 4.8901 -1.2599
C -3.7360 3.8856 -0.6429
N -2.3942 4.0449 -0.5204
C -1.8428 5.2892 -0.7905
C -2.6087 6.3267 -1.2402
C -1.4989 3.0348 0.0683
H -7.1952 11.2860 -3.6989
H -8.3875 10.4852 -2.8268
H -7.6894 9.6838 -4.3181
H -4.9684 9.9808 -3.9308
H -3.4464 8.2997 -3.1439
H -6.5033 6.6846 -0.6509
H -8.1421 8.4515 -1.6361
H -5.5455 4.7917 -1.5369
H -4.0353 2.8514 -0.5579
H -0.8054 5.2383 -0.4943
H -2.2328 7.3337 -1.3455
H -0.9069 3.4528 0.8825
H -0.8905 2.6458 -0.7482
H -1.9129 2.1515 0.5547
C 0.8625 -5.1544 3.4561
N -0.5900 -5.3344 3.1258
C -1.0201 -4.8942 1.9027
C -2.3284 -5.1153 1.4411
C -3.2196 -5.8307 2.2721
C -2.7095 -6.4463 3.4927
C -1.4062 -6.1170 3.8495
C -4.7003 -5.9408 2.0532
C -5.3476 -4.9885 1.3266
C -6.7569 -4.9494 1.2249
N -7.4325 -5.9537 1.7431
C -6.7630 -7.0306 2.2533
C -5.4045 -7.0671 2.3619
C -8.8734 -5.8986 1.9099
H 1.0568 -4.1157 3.1885
H 1.5419 -5.6537 2.7653
H 1.1438 -5.3134 4.4971
H -0.2709 -4.3179 1.3803
H -2.7422 -4.8774 0.4723
H -3.4077 -6.8978 4.1819
H -0.9549 -6.4664 4.7664
H -4.8444 -4.0647 1.0822
H -7.2124 -4.1041 0.7305
H -7.4977 -7.7336 2.6173
H -4.8610 -7.8647 2.8465
H -9.3553 -6.7796 1.4859
H -9.2884 -4.9372 1.6075
H -8.9628 -5.8423 2.9948
As 1.5562 -0.9608 -0.3882
F 0.7168 -1.0705 -1.9668
F 0.6014 -2.3024 0.3039
F 2.4669 -0.7790 1.1751
F 2.5854 0.3939 -1.1457
F 0.2887 0.2264 0.0907
F 2.8123 -2.1105 -0.9252
As 2.0280 -1.5897 5.1359
F 2.8146 -0.0496 4.6440
F 2.3919 -1.3167 6.8682
F 1.2543 -3.1057 5.5955
F 1.8142 -1.8701 3.3921
F 3.6036 -2.3812 4.9875
F 0.3891 -0.7636 5.2163
As -1.2134 -5.5756 -2.5758
F -0.4250 -4.6658 -3.8825
F 0.2782 -6.4610 -2.3428
F -2.1808 -6.4911 -1.2696
F -2.7389 -4.6846 -2.8414
F -1.7263 -6.7011 -3.8442
F -0.8140 -4.3071 -1.2745
*
```

F_max (eV/Å): 7.02
LUMO energy (eV): -14.7
Energy relative to the best compared isomer or geometry (same formula, charge and spin) (kJ/mol): 595.0

Here are the Mulliken charges for atoms 1 to 8, given in e:
1 C -0.88
2 C 0.57
3 O -0.46
4 N 0.19
5 H 0.32
6 H 0.22
7 C -1.00
8 H 0.38


Q: Which value of LUMO energy does entry 2 give?
A: -14.7 eV


Q: Among the records above, which one has the lowest LUMO energy?
A: C48H74As3F18N10O4


Q: Which of these has the lowest LUMO energy?
A: C48H74As3F18N10O4


Q: Look up the LUMO energy of the second one.
A: -14.7 eV